(1)
Formula: C21H50O10
Source: OMol25
Level of theory: ωB97M-V/def2-TZVPD

Geometry as XYZ:
```
81
Properties=species:S:1:pos:R:3:lowdin_charge:R:1
C -1.87121 4.25116 -0.01137 -0.060
C -2.42282 4.70044 -1.36063 -0.255
O -1.51663 4.37800 -2.41004 -0.149
C -2.01717 3.69503 -3.53744 -0.196
C -1.44632 2.25726 -3.69156 -0.093
C -0.83312 1.67881 -2.42346 -0.160
C 0.62134 1.99571 -2.18840 -0.445
O 1.31838 2.79212 -2.75070 0.152
O 1.04503 1.20190 -1.17155 0.010
C 0.40584 -0.09269 -1.36267 -0.039
C -0.91194 0.17150 -2.13201 -0.249
O -1.99012 -0.21069 -1.30293 -0.077
C -3.26984 -0.21993 -1.90565 -0.159
C -4.07826 1.06034 -1.69878 -0.422
C -5.35630 1.04165 -2.53345 -0.037
O -4.35506 1.29171 -0.32342 -0.024
H -0.78506 4.37531 -0.00180 0.080
H -2.31671 4.83489 0.79655 0.077
H -2.09305 3.19754 0.19010 0.066
H -3.40688 4.25189 -1.53990 0.107
H -2.56422 5.78873 -1.35541 0.116
H -3.11374 3.67334 -3.52395 0.110
H -1.72832 4.27189 -4.42262 0.122
H -2.22221 1.59113 -4.08620 0.109
H -0.66458 2.29197 -4.45827 0.120
H -1.29617 2.12411 -1.53785 0.142
H 1.10512 -0.68294 -1.95444 0.133
H 0.23676 -0.52092 -0.37650 0.118
H -0.88094 -0.44014 -3.04488 0.160
H -3.82198 -1.04512 -1.43198 0.138
H -3.20661 -0.45762 -2.97514 0.129
H -3.47061 1.90752 -2.01221 0.106
H -6.04133 0.27118 -2.16781 0.084
H -5.13766 0.85987 -3.59032 0.081
H -5.85048 2.01444 -2.46055 0.084
H -4.70125 0.47874 0.06423 0.094
C 2.87184 3.21186 0.44438 -0.089
C 3.43082 4.12150 1.52093 -0.318
O 3.33535 3.53336 2.81730 -0.083
H 1.83093 2.96893 0.65346 0.070
H 2.92908 3.67671 -0.54110 0.078
H 3.41838 2.26852 0.41149 0.057
H 2.86176 5.04965 1.56254 0.109
H 4.47638 4.37742 1.31069 0.099
H 3.82581 2.70493 2.79833 0.069
C 1.46049 -3.48444 2.95624 -0.088
C 0.70108 -3.28023 1.66184 -0.298
O 1.33653 -2.32227 0.80888 -0.090
H 1.56964 -2.53617 3.48420 0.076
H 0.93187 -4.18349 3.60227 0.061
H 2.46439 -3.87371 2.76307 0.071
H -0.29144 -2.87960 1.86568 0.106
H 0.57253 -4.22697 1.13390 0.087
H 2.21638 -2.64942 0.60085 0.081
C -0.45791 -7.05558 -1.80859 -0.093
C -0.00686 -6.91901 -0.36671 -0.324
O -0.89443 -6.11732 0.40608 -0.090
H -0.55198 -6.07244 -2.27039 0.075
H 0.25304 -7.64743 -2.38658 0.073
H -1.43199 -7.54736 -1.86375 0.071
H 0.95945 -6.41755 -0.31613 0.107
H 0.10563 -7.90621 0.09397 0.109
H -1.75919 -6.53774 0.39960 0.080
C 7.58541 1.28023 0.21534 -0.088
C 6.28804 1.55074 0.95277 -0.330
O 5.88063 0.44601 1.75724 -0.081
H 7.48218 0.39754 -0.41604 0.076
H 7.86399 2.12832 -0.41129 0.075
H 8.40029 1.09496 0.91940 0.072
H 5.47992 1.72103 0.24499 0.096
H 6.38084 2.44498 1.58024 0.108
H 6.57083 0.28022 2.40586 0.078
C -2.27520 -1.39252 4.36903 -0.087
C -2.44404 -2.87986 4.61730 -0.321
O -1.20988 -3.51910 4.92740 -0.090
H -1.56479 -1.21894 3.56005 0.068
H -3.22655 -0.92938 4.10330 0.073
H -1.89332 -0.89197 5.26185 0.074
H -2.81191 -3.37702 3.72020 0.109
H -3.17079 -3.05461 5.41827 0.106
H -0.85509 -3.11473 5.72462 0.083
```

Properties
Frontier orbital gap   10.03 eV
Structure (SMILES)   CCOCC[C@@H]1C(=O)OC[C@H]1OC[C@@H](C)O.CCO.CCO.CCO.CCO.CCO
E_LUMO   0.505 eV
E   -43060.5275 eV

---

(2)
Formula: C21H51AlFO10S3
Source: OMol25
Level of theory: ωB97M-V/def2-TZVPD

Geometry as XYZ:
```
87
Properties=species:S:1:pos:R:3:lowdin_charge:R:1
C 1.26429 -5.84079 4.07948 -0.124
C 0.59587 -4.63830 3.48242 -0.270
C -0.56039 -5.00278 2.56499 -0.220
C -0.52258 -4.35556 1.20788 -0.235
C -0.99781 -2.93865 1.02781 -0.312
C -2.28810 -2.60623 1.76447 -0.225
Al -1.91897 -1.50461 3.43073 0.265
C -2.24742 0.44996 2.98888 -0.218
C -1.51423 1.39852 3.86348 -0.294
F -2.40112 2.05937 4.76944 -0.127
O -3.00005 -1.90290 4.80205 -0.228
C -3.62699 -3.14524 4.87609 -0.333
C -5.12499 -3.07297 4.59969 -0.186
C -5.63999 -4.01524 3.53928 -0.256
C -6.75139 -3.46520 2.65289 -0.101
H 0.67433 -6.23515 4.88536 0.065
H 1.39388 -6.62618 3.35633 0.059
H 2.22678 -5.58991 4.48974 0.059
H 0.23646 -4.01450 4.27575 0.076
H 1.31052 -4.03201 2.95330 0.101
H -1.50178 -4.80900 3.05466 0.083
H -0.52670 -6.06666 2.40762 0.093
H -1.08590 -4.96807 0.52068 0.101
H 0.50778 -4.41677 0.89236 0.100
H -0.20479 -2.24309 1.26212 0.080
H -1.16719 -2.84034 -0.02909 0.070
H -2.91546 -2.00046 1.12930 0.040
H -2.80290 -3.54570 1.91032 0.023
H -0.34861 -1.62603 3.83389 -0.026
H -3.29614 0.61698 3.14655 0.046
H -2.01919 0.66401 1.95716 0.041
H -0.78503 0.91090 4.49129 0.074
H -1.03323 2.18325 3.31112 0.065
H -3.46814 -3.56915 5.86309 0.100
H -3.20216 -3.85659 4.16993 0.070
H -5.32936 -2.06232 4.31726 0.100
H -5.65084 -3.27131 5.51565 0.097
H -5.99794 -4.91024 4.00828 0.092
H -4.81185 -4.29602 2.91606 0.081
H -7.65989 -4.03285 2.74803 0.053
H -6.47062 -3.46639 1.61976 0.058
H -6.98824 -2.45583 2.92307 0.057
O 0.34589 -1.09968 -4.15835 -0.277
S 0.34521 -2.43640 -3.65121 0.554
O 0.30981 -2.66289 -2.25199 -0.250
O 1.60501 -3.18993 -4.25834 -0.267
C 2.88043 -2.54042 -4.05839 -0.256
C 3.44382 -2.76440 -2.67058 -0.069
C -0.89737 -3.38956 -4.44167 -0.121
H 2.76114 -1.48066 -4.27360 0.108
H 3.52119 -2.97355 -4.82387 0.118
H 2.84411 -2.26803 -1.91062 0.075
H 4.45912 -2.36985 -2.62305 0.080
H 3.46689 -3.82809 -2.43856 0.084
H -0.81692 -3.25335 -5.51561 0.071
H -1.84755 -3.01294 -4.07093 0.079
H -0.76447 -4.42927 -4.15867 0.075
O 2.57017 4.37234 2.21037 -0.278
S 1.17498 4.60144 2.00272 0.551
O 0.31555 3.50852 1.71138 -0.260
O 1.00246 5.75765 0.92836 -0.272
C 1.66580 5.63834 -0.35934 -0.241
C 0.89547 4.80558 -1.36193 -0.062
C 0.50631 5.49256 3.35732 -0.122
H 2.68036 5.26995 -0.20931 0.114
H 1.73696 6.66951 -0.69653 0.118
H 0.88350 3.75276 -1.08892 0.080
H 1.36245 4.90604 -2.34197 0.058
H -0.13777 5.14609 -1.41769 0.084
H 1.13616 6.35402 3.55681 0.070
H 0.50382 4.80464 4.19958 0.080
H -0.50874 5.78610 3.10801 0.077
O 2.44159 7.42430 -5.77708 -0.274
S 2.77271 6.04018 -5.66538 0.551
O 3.04965 5.48859 -4.38047 -0.272
O 3.98778 5.73750 -6.63358 -0.264
C 5.13505 6.61780 -6.53233 -0.248
C 6.02670 6.28119 -5.35574 -0.070
C 1.57429 5.05658 -6.48244 -0.118
H 4.78174 7.64791 -6.49230 0.111
H 5.65516 6.47774 -7.47642 0.119
H 5.53434 6.49108 -4.40843 0.073
H 6.93859 6.87532 -5.41210 0.080
H 6.29319 5.22541 -5.37011 0.085
H 1.41456 5.45693 -7.47865 0.075
H 0.66470 5.11641 -5.88880 0.080
H 1.93628 4.03659 -6.51875 0.076
```

Properties
Frontier orbital gap   5.93 eV
Total charge   -1
E_LUMO   1.677 eV
E   -84899.6596 eV

---

(3)
Formula: C21H51Br2N3P
Source: OMol25
Level of theory: ωB97M-V/def2-TZVPD

Geometry as XYZ:
```
78
Properties=species:S:1:pos:R:3:lowdin_charge:R:1
C -1.59934 -0.37676 -2.25702 -0.133
C -0.15888 -0.16578 -2.60373 -0.817
Br 0.57935 -1.55336 -3.60244 0.869
C 0.59120 0.90069 -2.27800 -0.999
P 0.07177 2.27155 -1.30905 1.009
Br 2.38926 1.15737 -2.76241 0.814
H -2.19564 -0.24524 -3.16559 0.104
H -1.76532 -1.38635 -1.87697 0.082
H -1.97931 0.32152 -1.50821 0.057
H 0.16034 3.46742 -2.02020 0.024
H -1.23636 2.18653 -0.83752 0.009
H 0.88926 2.37221 -0.18258 0.004
C -0.30549 0.74585 2.82885 -0.087
C -0.71697 1.76869 3.87832 -0.264
N 0.12786 2.95082 3.88711 -0.199
C -0.06320 3.79979 5.05498 -0.239
C -1.42182 4.48536 5.22620 -0.079
C 0.25896 3.63112 2.61927 -0.255
C -1.02430 4.10925 1.92175 -0.084
H 0.74873 0.48487 2.93135 0.085
H -0.89741 -0.16220 2.94472 0.077
H -0.47407 1.11333 1.81107 0.033
H -0.62933 1.30607 4.86362 0.124
H -1.78496 2.00254 3.74414 0.104
H 0.72485 4.55679 5.04875 0.115
H 0.12863 3.17863 5.93373 0.114
H -1.55626 5.31444 4.53150 0.058
H -1.49714 4.89602 6.23367 0.076
H -2.25135 3.78915 5.09635 0.068
H 0.78706 2.95258 1.93667 0.068
H 0.93731 4.47613 2.75561 0.122
H -1.80900 3.35052 1.95165 0.067
H -0.80379 4.32438 0.86805 0.045
H -1.42487 5.02589 2.34820 0.063
C 7.89557 0.40127 1.60246 -0.087
C 6.68303 -0.19069 0.90190 -0.274
N 6.57089 0.22036 -0.48893 -0.201
C 5.28720 -0.09125 -1.07944 -0.296
C 4.88991 -1.56465 -1.24072 -0.081
C 7.73723 -0.04127 -1.32064 -0.242
C 8.22826 -1.48960 -1.43106 -0.077
H 7.90608 1.48757 1.50609 0.081
H 7.86591 0.15068 2.66312 0.075
H 8.83206 0.01130 1.20369 0.067
H 5.77954 0.15761 1.41180 0.115
H 6.70222 -1.28497 1.02380 0.103
H 5.24639 0.39607 -2.06056 0.081
H 4.52450 0.40331 -0.46547 0.090
H 5.43759 -2.05072 -2.04649 0.061
H 3.82562 -1.63678 -1.48292 0.049
H 5.05489 -2.13034 -0.32375 0.071
H 8.55791 0.57261 -0.94513 0.103
H 7.52162 0.34855 -2.31899 0.114
H 8.26130 -1.98152 -0.45803 0.068
H 9.24115 -1.50187 -1.83606 0.075
H 7.60755 -2.09124 -2.09373 0.055
C -4.78357 -2.07077 -0.06892 -0.096
C -6.05959 -2.58167 -0.71974 -0.271
N -6.19315 -2.18124 -2.10929 -0.202
C -7.52793 -2.40084 -2.64838 -0.246
C -8.03380 -3.84252 -2.75890 -0.081
C -5.08945 -2.55344 -2.97481 -0.252
C -4.71127 -4.03761 -3.07215 -0.075
H -4.70260 -0.98634 -0.17496 0.073
H -4.79142 -2.30949 0.99500 0.075
H -3.89092 -2.53257 -0.49663 0.055
H -6.91411 -2.16398 -0.18183 0.121
H -6.11209 -3.67222 -0.57977 0.105
H -7.57086 -1.92870 -3.63340 0.112
H -8.22182 -1.83760 -2.01781 0.111
H -7.55662 -4.38571 -3.57352 0.057
H -9.10609 -3.83643 -2.95976 0.074
H -7.87860 -4.40235 -1.83601 0.068
H -4.20456 -2.00001 -2.64129 0.075
H -5.30723 -2.17028 -3.97504 0.116
H -4.68357 -4.51468 -2.09158 0.068
H -3.71680 -4.13791 -3.51302 0.069
H -5.40012 -4.59791 -3.70097 0.059
```

Properties
Frontier orbital gap   6.29 eV
Total charge   +1
Relative energy (zero: lowest compared OMol25 entry of this formula, charge and spin)   0.0 kcal per mole
E_LUMO   -3.744 eV
E   -176439.1818 eV

---

(4)
Formula: C21H51FN5O8S6
Source: OMol25
Level of theory: ωB97M-V/def2-TZVPD

Geometry as XYZ:
```
92
Properties=species:S:1:pos:R:3:lowdin_charge:R:1
C 7.11055 -3.01023 0.58206 -0.120
O 6.69915 -1.62327 0.48599 -0.236
C 5.74909 -1.41102 -0.59341 -0.240
C 4.83140 -0.09926 -0.37726 -0.161
C 4.22661 0.03897 1.12301 -0.204
C 3.06590 -1.04539 1.39469 -0.145
C 1.56558 -0.49895 1.00320 -0.068
N 1.02195 -1.48433 -0.00188 -0.010
C 0.86209 -1.41920 -1.43893 -0.208
N 1.18469 -0.32645 -2.15577 0.196
N 0.31302 -2.72787 -1.86334 0.212
C 0.21796 -3.45483 -0.60415 -0.123
O -0.20446 -4.78977 -0.31416 0.020
C 0.92366 -5.61209 0.07607 -0.146
N 2.03208 -6.12507 0.19678 0.191
N 0.65639 -2.67175 0.56461 0.017
F 0.68223 -3.05914 1.85050 0.161
H 6.19518 -3.70742 0.48612 0.092
H 7.95204 -3.31032 -0.14904 0.102
H 7.53787 -3.20299 1.64738 0.105
H 5.13309 -2.36718 -0.84408 0.116
H 6.38279 -1.20679 -1.54619 0.132
H 5.52618 0.81272 -0.55539 0.123
H 4.00123 -0.02944 -1.19024 0.097
H 3.78620 1.08162 1.29184 0.075
H 5.08850 -0.13423 1.87512 0.124
H 2.99387 -1.39483 2.49542 0.124
H 3.30136 -1.95661 0.70664 0.113
H 1.58586 0.56356 0.55893 0.140
H 0.88414 -0.42941 1.94410 0.154
H 0.91955 -0.30119 -3.15379 0.151
H 1.68551 0.50178 -1.77153 0.138
C -3.52365 -4.65378 0.16236 -0.268
S -4.43355 -3.45637 -0.83764 0.784
O -5.72902 -3.18694 -0.14556 -0.538
C -4.77720 -4.57850 -2.21140 -0.269
H -3.23801 -4.17464 1.10027 0.053
H -4.15259 -5.51994 0.37574 0.064
H -2.62505 -4.96385 -0.37344 0.024
H -5.33185 -5.44796 -1.85368 0.064
H -3.83735 -4.89414 -2.66882 0.046
H -5.37702 -4.04583 -2.95057 0.024
C -5.22317 2.25582 -0.31577 -0.264
S -4.74013 0.54056 -0.60591 0.794
O -3.24589 0.47093 -0.50721 -0.597
C -5.16839 0.52161 -2.36094 -0.256
H -5.00628 2.50453 0.72432 0.054
H -4.65769 2.92030 -0.97331 0.011
H -6.29339 2.36883 -0.49788 0.061
H -4.60568 1.29306 -2.89030 0.048
H -6.24015 0.69162 -2.47640 0.059
H -4.91246 -0.45752 -2.76881 0.040
C 5.49702 2.41103 5.05315 -0.257
S 4.00811 2.98377 4.20518 0.844
O 3.69152 1.98618 3.13142 -0.585
C 4.78367 4.40772 3.40921 -0.250
H 5.25559 1.49467 5.59403 0.055
H 6.28536 2.20559 4.32644 0.058
H 5.82808 3.17179 5.76178 0.040
H 5.61631 4.07849 2.78447 0.056
H 5.13762 5.10330 4.17186 0.057
H 4.03789 4.90383 2.78662 0.053
C 1.79113 4.76784 9.06541 -0.266
S 3.09925 4.89685 7.82668 0.811
O 2.54044 4.40067 6.53033 -0.593
C 4.13270 3.58182 8.51087 -0.265
H 1.00624 5.48264 8.81430 0.053
H 1.37550 3.75862 9.06534 0.059
H 2.19625 5.00789 10.05009 0.055
H 3.57139 2.64623 8.54539 0.062
H 4.46126 3.86064 9.51355 0.057
H 5.00450 3.45727 7.86752 0.026
C -5.45103 -4.98136 -7.31933 -0.263
S -5.07461 -3.88214 -5.93638 0.788
O -5.34021 -2.48318 -6.38962 -0.549
C -3.28581 -4.13547 -5.97918 -0.273
H -6.52635 -4.95218 -7.50063 0.054
H -4.92353 -4.64824 -8.21485 0.060
H -5.15532 -6.00106 -7.06584 0.054
H -2.89283 -3.85478 -6.95800 0.058
H -3.06056 -5.18282 -5.76954 0.052
H -2.82957 -3.50757 -5.21217 0.044
C -5.46898 4.72186 -4.64167 -0.263
S -4.04147 4.75513 -3.53544 0.813
O -4.55586 4.63705 -2.13548 -0.563
C -3.62827 6.49119 -3.81570 -0.267
H -5.91688 3.72795 -4.59783 0.047
H -6.20358 5.46442 -4.32517 0.061
H -5.14353 4.92618 -5.66323 0.055
H -4.47705 7.12387 -3.55025 0.061
H -3.36272 6.63810 -4.86406 0.054
H -2.77434 6.74877 -3.18761 0.051
```

Properties
Frontier orbital gap   6.27 eV
Total charge   +1
Relative energy (zero: lowest compared OMol25 entry of this formula, charge and spin)   123.6 kcal per mole
E_LUMO   -3.810 eV
E   -114142.6957 eV